Run P
C6H13NOS2 in the gas phase. Source: the OMol25 dataset; level of theory: wB97M-V/def2-TZVPD.

Each line ends with the natural charge from an NBO analysis.
Element x y z (Å)
C 1.77184 0.15898 -0.43442  -0.172
C -0.88590 -0.39308 1.22763  -0.625
C -2.36428 0.59952 -0.33655  -0.645
C -1.54016 -1.68276 -1.10458  -0.625
C 3.89664 1.25303 0.08083  -0.437
C -1.28136 -0.39514 -0.25994  -0.025
N 2.47695 1.25171 -0.24676  -0.583
O 1.42874 -2.47296 -0.15728  -0.976
S 2.37667 -1.35734 -0.06443  0.933
S 0.09933 0.62735 -1.10952  0.150
H -0.08127 -1.04699 1.43476  0.228
H -0.75621 0.53623 1.68732  0.216
H -1.77157 -0.84354 1.60039  0.208
H -2.62128 0.83601 -1.32052  0.212
H -2.12043 1.62525 0.13574  0.222
H -3.25530 0.20858 0.02468  0.220
H -2.11371 -1.48332 -1.90426  0.206
H -0.66095 -2.15927 -1.33146  0.252
H -2.11498 -2.47674 -0.62107  0.215
H 4.05241 0.11412 0.26489  0.219
H 4.61595 1.43422 -0.84340  0.199
H 4.13196 1.98879 0.83610  0.218
H 2.25676 2.07503 -0.64076  0.390

Values from the calculation:
E_LUMO (eV): 0.559

=====

Run Q
A molecular structure, C6H13NOS2. Source: the OMol25 dataset; level of theory: wB97M-V/def2-TZVPD.

Each line ends with the natural charge from an NBO analysis.
Element x y z (Å)
C 2.18575 -0.60163 -0.85856  -0.437
C 1.54686 -1.47348 0.16853  -0.408
C 1.82682 0.78706 -0.41691  -0.361
C 0.05849 -1.32046 0.20352  -0.483
C 0.30386 1.03961 -0.44974  -0.489
C -0.30025 0.11210 0.62420  -0.113
N -3.36249 1.35738 0.81485  -1.078
O -2.95537 -1.03184 1.02995  -0.943
S -2.79605 -0.04859 -1.76536  -0.489
S -2.58078 0.06126 0.18953  1.582
H 3.29477 -0.60564 -0.84716  0.230
H 1.57300 -0.69081 -1.80022  0.207
H 1.96257 -2.48685 0.19608  0.230
H 2.00078 -1.29288 1.22157  0.193
H 2.20601 0.88115 0.77333  0.168
H 2.46668 1.57299 -0.85246  0.221
H -0.23120 -1.48666 -0.90770  0.230
H -0.43295 -1.96023 0.89886  0.244
H 0.16636 2.09910 -0.19986  0.218
H -0.03040 0.77108 -1.48343  0.239
H -0.22600 0.40963 1.63789  0.204
H -2.83991 1.86153 1.61995  0.409
H -3.83655 2.04619 0.20313  0.424

Values from the calculation:
E_LUMO (eV): 0.187

=====

Quick look at relative energies in kcal/mol: run P 0.0; run Q 2.4.

=====

Run P
C3H3FO in the gas phase. Source: the OMol25 dataset; level of theory: wB97M-V/def2-TZVPD.

Each line ends with the natural charge from an NBO analysis.
Element x y z (Å)
O 2.19074 0.81253 -0.14296  -0.486
C 1.23230 0.17464 0.28758  0.389
C -0.18564 -0.00232 -0.16083  -0.391
C -1.18322 0.82201 0.26998  0.271
F -2.40723 0.33747 -0.06363  -0.345
H 1.62330 -0.63522 0.93706  0.118
H -0.59731 -0.88967 -0.65782  0.258
H -1.28608 1.79454 0.54765  0.186

Values from the calculation:
SMILES: O=C/C=C/F
E_LUMO (eV): 0.537

=====

Run Q
C3H3FO in the gas phase. Source: the OMol25 dataset; level of theory: wB97M-V/def2-TZVPD.

Each line ends with the natural charge from an NBO analysis.
Element x y z (Å)
C 0.59711 -0.95074 -0.50556  -0.418
C 0.23386 -0.14470 0.46527  0.291
F 0.47270 -0.22845 1.77099  -0.310
C -0.49374 1.08268 0.12705  0.338
O -0.82622 1.39107 -1.04926  -0.502
H 0.84966 -2.01411 -0.50698  0.225
H -0.08780 -0.82763 -1.30448  0.235
H -0.74558 1.69189 1.00296  0.141

Values from the calculation:
SMILES: C=C(F)C=O
E_LUMO (eV): -0.532

=====

Quick look at relative energies in kcal/mol: run P 6.8; run Q 0.0.

=====

Run P
A gas-phase ion, C3H4N3 (charge +1). Source: the OMol25 dataset; level of theory: wB97M-V/def2-TZVPD.

Each line ends with the natural charge from an NBO analysis.
Element x y z (Å)
C 0.72123 1.27779 -1.28956  -0.373
C 0.72417 0.47887 -0.27952  0.306
N 1.06915 -0.13122 0.75974  -0.130
N 0.56199 -1.03761 1.50150  -0.251
C -1.14509 -1.15066 1.05840  0.528
N -1.72306 -0.96409 0.07861  -0.549
H 0.77941 2.28429 -1.29582  0.262
H 0.58060 0.81084 -2.26546  0.264
H 0.56241 -0.97835 2.53020  0.442
H -2.13081 -0.58987 -0.79810  0.500

Values from the calculation:
Total charge: +1
SMILES: C=C=NNC#[NH+]
E_LUMO (spin up / spin down) (eV): -6.603 / -6.602

=====

Run Q
A gas-phase ion, C3H4N3 (charge +1). Source: the OMol25 dataset; level of theory: wB97M-V/def2-TZVPD.

Each line ends with the natural charge from an NBO analysis.
Element x y z (Å)
H -1.39819 -2.56644 0.29053  0.417
N -1.00423 -1.74979 -0.15688  -0.487
C -0.39540 -0.89465 0.49575  0.245
N 0.14091 0.28529 -0.17454  -0.335
C 0.69064 1.21934 0.51672  0.201
C 0.10535 0.49481 -1.53684  0.349
N 0.17190 0.81494 -2.62971  -0.099
H -0.18124 -0.83719 1.56683  0.201
H 0.79299 1.12093 1.59437  0.244
H 1.07727 2.11277 0.03376  0.263

Values from the calculation:
Total charge: +1
SMILES: [H]/N=C/[N+](=C)C#N
E_LUMO (eV): -7.052

=====

Run R
A gas-phase ion, C3H4N3 (charge +1). Source: the OMol25 dataset; level of theory: wB97M-V/def2-TZVPD.

Each line ends with the natural charge from an NBO analysis.
Element x y z (Å)
C -1.36736 -0.57772 0.06113  -0.766
C 0.02986 -0.22977 0.06145  0.462
N 1.08250 -1.08571 -0.02463  -0.217
N 2.15012 -0.44265 0.11811  0.304
N 2.06596 0.83110 -0.07255  -0.186
C 0.85905 1.19663 0.09561  0.161
H -1.54547 -1.61757 -0.35575  0.319
H -1.75098 -0.15907 -0.79226  0.332
H -2.04979 -0.07953 0.88590  0.339
H 0.52611 2.16428 0.02299  0.250

Values from the calculation:
Total charge: +1
SMILES: CC1=NN=[N+]=C1
E_LUMO (spin up / spin down) (eV): -9.379 / -9.421

=====

Quick look at relative energies in kcal/mol: run P 68.3; run Q 0.0; run R 83.6.

=====

Run P
2 unconnected molecules or ions with the total composition C2H4NO3. Source: the OMol25 dataset; level of theory: wB97M-V/def2-TZVPD.

Each line ends with the natural charge from an NBO analysis.
Element x y z (Å)
C -1.76356 -0.34647 0.34922  0.529
N -0.89651 -0.54613 -0.65045  -0.840
O -2.97885 -0.19845 0.28504  -0.680
H -1.28153 -0.29620 1.33559  0.103
H 0.02526 -0.04325 -0.58879  0.452
H -1.28171 -0.56170 -1.58373  0.361
O 1.36727 1.04317 -0.70758  -0.801
C 2.21975 0.46700 0.01947  0.633
O 2.06266 -0.46456 0.81845  -0.759
H 3.26727 0.86113 -0.06950  0.002

Values from the calculation:
Total charge: -1
E_LUMO (eV): 4.302

=====

Run Q
2 unconnected molecules or ions with the total composition C2H4NO3. Source: the OMol25 dataset; level of theory: wB97M-V/def2-TZVPD.

Each line ends with the natural charge from an NBO analysis.
Element x y z (Å)
C 1.30998 0.44414 0.68910  0.528
N 1.32307 -0.71280 -0.07660  -0.880
O 2.31067 1.02361 1.04121  -0.634
H 0.28104 0.74810 0.93627  0.146
H 0.37096 -1.08022 -0.24008  0.428
H 1.81805 -0.58676 -0.95274  0.368
O -1.47044 -1.30119 -0.23844  -0.807
C -1.75852 -0.26002 -0.87581  0.619
O -1.80837 0.91117 -0.43638  -0.775
H -1.97675 -0.29921 -1.97353  0.007

Values from the calculation:
Total charge: -1
E_LUMO (eV): 4.245

=====

Quick look at relative energies in kcal/mol: run P 0.0; run Q 7.2.

=====

Run P
2 unconnected molecules or ions with the total composition C2H6IN3. Source: the OMol25 dataset; level of theory: wB97M-V/def2-TZVPD.

Each line ends with the natural charge from an NBO analysis.
Element x y z (Å)
C 0.00539 -0.75160 -0.13180  0.361
C 0.96733 2.00218 -0.36947  0.314
N 0.15037 0.07074 -1.15142  -0.545
N -0.00330 -2.06963 -0.16781  -0.677
N 0.23149 2.53169 0.51178  -0.714
I 2.19958 2.75429 -1.73808  0.737
H -0.15734 -0.11824 0.75917  0.188
H 0.35850 -0.12872 -2.11454  0.433
H -0.25945 -2.53392 0.68950  0.463
H 0.22796 -2.51379 -1.08549  0.458
H -0.40248 1.83481 1.06191  0.481
H 0.60128 3.38637 0.96139  0.501

Values from the calculation:
Total charge: +2
E_LUMO (spin up / spin down) (eV): -11.416 / -11.416

=====

Run Q
A gas-phase ion, C2H6IN3 (charge +2). Source: the OMol25 dataset; level of theory: wB97M-V/def2-TZVPD.

Each line ends with the natural charge from an NBO analysis.
Element x y z (Å)
N 1.78304 -1.40595 0.00001  -0.604
C 1.00478 -0.38524 0.00006  0.429
N -0.33796 -0.48582 -0.00007  -0.594
C -1.29018 0.50783 -0.00002  0.373
N -1.01173 1.77476 -0.00001  -0.671
I -3.28839 -0.14425 0.00001  0.498
H 2.80023 -1.30212 0.00014  0.479
H 1.45169 -2.37328 -0.00015  0.457
H 1.46024 0.60487 0.00024  0.248
H -0.72823 -1.43464 -0.00019  0.465
H -0.07701 2.17965 -0.00007  0.442
H -1.76646 2.46419 0.00004  0.478

Values from the calculation:
Total charge: +2
SMILES: N/C=[NH+]/C(=[NH2+])I
E_LUMO (eV): -9.939

=====

Run R
2 unconnected molecules or ions with the total composition C2H6IN3. Source: the OMol25 dataset; level of theory: wB97M-V/def2-TZVPD.

Each line ends with the natural charge from an NBO analysis.
Element x y z (Å)
C 1.86823 -1.06796 0.27874  0.803
C -1.84765 0.68708 -0.13421  -0.009
N 0.76769 -0.87830 0.06445  -0.460
N 3.07174 -1.41650 0.60382  -0.789
N -1.48432 1.22769 -1.26468  -0.728
I -3.48505 1.72375 0.73184  0.715
H -3.45014 0.57354 1.94535  0.200
H -0.03494 -0.59954 -0.50574  0.471
H 3.92604 -0.87155 0.72978  0.488
H 3.29216 -2.22949 1.10213  0.470
H -0.70556 0.88906 -1.71464  0.407
H -1.91819 1.96222 -1.83683  0.431

Values from the calculation:
Total charge: +2
E_LUMO (eV): -8.535

=====

Quick look at relative energies in kcal/mol: run P 91.7; run Q 0.0; run R 96.7.

=====

Run P
C3HNO2 in the gas phase. Source: the OMol25 dataset; level of theory: wB97M-V/def2-TZVPD.

Each line ends with the natural charge from an NBO analysis.
Element x y z (Å)
O -1.85733 -1.20288 -0.24034  -0.449
C -1.55169 -0.07524 -0.06840  0.656
C 0.69474 -0.41726 0.33829  0.267
O -0.21381 0.39272 -0.16106  -0.494
C 2.00250 0.14686 0.06935  0.088
N 3.12986 0.39862 -0.05794  -0.215
H -2.20226 0.78204 0.13477  0.147

Values from the calculation:
E_LUMO (eV): -1.565

=====

Run Q
A molecular structure, C3HNO2. Source: the OMol25 dataset; level of theory: wB97M-V/def2-TZVPD.

Each line ends with the natural charge from an NBO analysis.
Element x y z (Å)
C 1.03339 -0.19761 -0.03285  0.031
C -0.12061 0.83280 0.01671  0.427
C -0.97708 -0.50077 0.05167  0.569
N 0.28318 -1.25515 0.04179  -0.378
O -0.30419 1.98910 0.01854  -0.438
O -2.08189 -0.80400 -0.02239  -0.444
H 2.16720 -0.06438 -0.07348  0.233

Values from the calculation:
E_LUMO (eV): -0.756

=====

Quick look at relative energies in kcal/mol: run P 37.8; run Q 0.0.